The following is a quantum chemistry calculation of a molecular structure, C28H38BHgN9, from the OMol25 dataset.

Geometry as XYZ:
```
77
C28H38BHgN9 | the OMol25 dataset | the ωB97M-V functional and the def2-TZVPD basis
Hg 0.3209 1.1140 0.5734
C 3.2894 2.8000 1.9395
C 3.3689 1.3101 1.8694
C 4.4500 0.4561 2.1177
C 3.9669 -0.8093 1.8660
N 2.6703 -0.7189 1.5141
N 2.3139 0.5932 1.5068
B 1.7358 -1.8695 0.9907
N 1.5703 -1.6855 -0.5480
C 1.8289 -2.4793 -1.6056
C 1.5609 -1.7643 -2.7545
C 1.1370 -0.5030 -2.3147
C 0.7077 0.6859 -3.1130
N 1.1594 -0.4651 -0.9878
N 0.3249 -1.8017 1.6676
C -0.4817 -2.8464 1.9187
C -1.6637 -2.3623 2.4452
C -1.4985 -0.9705 2.4847
C -2.4565 0.0955 2.9108
N -0.2872 -0.6501 2.0373
N 2.3325 -3.2136 1.3965
C 2.6586 -3.5535 2.6689
C 2.9143 -4.8985 2.6919
C 2.7003 -5.3249 1.3617
C 2.8376 -6.7059 0.7994
N 2.3387 -4.3110 0.5949
H 4.1536 3.2075 2.4600
H 2.3892 3.1120 2.4698
H 3.2603 3.2362 0.9390
H 5.4460 0.7277 2.4279
H 4.4687 -1.7616 1.9085
H 2.1573 -3.4929 -1.4539
H 1.6586 -2.1034 -3.7736
H 0.8013 0.4804 -4.1781
H 1.3219 1.5565 -2.8736
H -0.3345 0.9377 -2.9013
H -0.1677 -3.8576 1.7038
H -2.5257 -2.9339 2.7501
H -3.3231 -0.3434 3.4021
H -2.7998 0.6676 2.0436
H -1.9773 0.7904 3.6013
H 2.6568 -2.8250 3.4658
H 3.2097 -5.4984 3.5386
H 3.0043 -7.4261 1.5994
H 3.6772 -6.7664 0.1051
H 1.9374 -6.9942 0.2556
C -3.9100 2.4686 -4.2840
C -3.2690 1.6894 -3.1622
C -3.3829 0.3081 -3.1124
C -2.8296 -0.3980 -2.0417
C -2.8997 -1.9019 -1.9854
C -2.1838 0.2977 -1.0363
C -2.0111 1.6973 -1.0671
C -2.5790 2.3708 -2.1603
N -1.2692 2.2991 -0.0631
C -1.2114 3.7543 0.1296
C -0.6789 4.0102 1.5403
C -0.2550 4.4236 -0.8665
C -2.6177 4.3935 0.0650
H -3.9725 1.8767 -5.1978
H -3.3591 3.3855 -4.5018
H -4.9267 2.7552 -4.0052
H -3.9015 -0.2234 -3.9059
H -3.8560 -2.2692 -2.3622
H -2.7669 -2.2620 -0.9637
H -2.1098 -2.3440 -2.5980
H -1.7929 -0.2684 -0.1938
H -2.4606 3.4388 -2.2722
H 0.2957 3.5350 1.6858
H -1.3708 3.6104 2.2861
H -0.5522 5.0816 1.7136
H 0.7409 3.9827 -0.7719
H -0.1767 5.4982 -0.6790
H -0.5887 4.2779 -1.8943
H -3.3886 3.6497 0.2720
H -2.8309 4.8445 -0.9031
H -2.6994 5.1836 0.8140
```

## Properties
LUMO level   0.61 eV
Max |F|   0.0088 hartree/bohr
HOMO-LUMO gap   7.7 eV
Net charge   0
HOMO   -7.06 eV
ΔE to the lowest compared entry with this formula, charge and spin   28.2 kJ/mol

Here are the Mulliken charges for atoms 1 to 5, given in e: Hg 1.75; C -1.15; C 0.51; C -1.53; C -0.08

***

The following is a quantum chemistry calculation of a molecular structure, C28H38BN5P2Pd in a non-equilibrium geometry, from the OMol25 dataset.

Geometry as XYZ:
```
75
C28H38BN5P2Pd | the OMol25 dataset | the ωB97M-V functional and the def2-TZVPD basis
Pd 0.2922 1.2193 0.8927
C -1.6578 1.4391 -3.1461
C -1.5991 0.1368 -2.9021
C -0.7564 -0.7585 -3.7570
C 0.6663 -0.1956 -4.0593
C 1.3625 0.4884 -2.9169
C 1.0808 1.7281 -2.4597
C 0.4666 2.7469 -3.3512
C -0.8043 2.2278 -4.0829
C 1.5743 1.4082 2.7689
H -2.4157 2.0390 -2.6588
H -2.3943 -0.3540 -2.3233
H -1.2796 -0.8966 -4.7263
H -0.6884 -1.7745 -3.3329
H 1.3146 -1.0257 -4.3907
H 0.6010 0.4866 -4.9188
H 2.2603 -0.0216 -2.5312
H 1.5688 2.1057 -1.5565
H 1.2538 3.0501 -4.0632
H 0.2042 3.6389 -2.7722
H -1.3582 3.1136 -4.4171
H -0.5377 1.6840 -4.9983
H 0.9185 2.0453 3.3834
H 2.5847 1.8685 2.6062
H 1.6002 0.3854 3.1657
P 1.7156 -0.4524 0.2682
P -1.4448 -0.6890 0.9805
N 3.0554 0.6686 -0.2180
N 2.6831 -1.6585 1.0714
N -2.6453 0.5109 0.3657
N -2.7102 -1.6461 1.6807
C 0.6588 -1.4442 -0.8486
C -0.7658 -1.8172 -0.3225
C 2.9859 2.0401 0.0938
C 4.0037 2.7140 -0.5550
C 4.7627 1.7269 -1.2566
C 4.1707 0.4924 -1.0317
C 3.5486 -1.3502 2.1351
C 4.2793 -2.4830 2.4579
C 3.8724 -3.5321 1.5720
C 2.9218 -2.9948 0.7210
C -2.5120 1.8439 0.7872
C -3.2757 2.6435 -0.0406
C -4.0605 1.7813 -0.8596
C -3.6137 0.4754 -0.6241
C -3.8011 -2.2092 1.0033
C -4.5830 -2.8867 1.9252
C -3.9241 -2.7969 3.1941
C -2.7895 -2.0364 3.0216
H 1.2176 -2.3336 -1.1825
H 0.4598 -0.7871 -1.7110
H -1.4809 -1.7958 -1.1635
H -0.7566 -2.8434 0.0927
H 2.1873 2.4253 0.7209
H 4.1681 3.7790 -0.4950
H 5.6489 1.9398 -1.8437
H 4.4429 -0.5086 -1.3398
H 3.5223 -0.3688 2.5755
H 5.0242 -2.5624 3.2405
H 4.2318 -4.5528 1.5735
H 2.3801 -3.4376 -0.0969
H -1.9569 2.0877 1.6904
H -3.2206 3.7271 -0.0876
H -4.8194 2.0612 -1.5624
H -3.9076 -0.4473 -1.1009
H -3.9247 -2.0710 -0.0601
H -5.5294 -3.3698 1.7331
H -4.2400 -3.2335 4.1312
H -2.0572 -1.6933 3.7333
B -1.4497 -0.0541 5.8580
C -1.1663 0.3299 4.3998
N -1.0152 0.5156 3.2562
H -0.5388 -0.7876 6.1885
H -2.5216 -0.6515 5.9213
H -1.4873 0.9474 6.5548
```

## Properties
LUMO level (spin up / spin down)   -0.68 / -2.18 eV
Max |F|   0.0372 hartree/bohr
HOMO-LUMO gap (spin up / spin down)   6.9 / 6.1 eV
Net charge   0
HOMO (spin up / spin down)   -7.53 / -8.32 eV
ΔE to the lowest compared entry with this formula, charge and spin   187.5 kJ/mol
2S+1   3

Here are the Mulliken charges for atoms 1 to 5, given in e: Pd -0.48; C -0.44; C 0.28; C -0.92; C -1.11

***

The following is a quantum chemistry calculation of a single C28H38BrN3O3 molecule in a non-equilibrium geometry, from the OMol25 dataset.

Geometry as XYZ:
```
73
C28H38BrN3O3 | the OMol25 dataset | the ωB97M-V functional and the def2-TZVPD basis
C 5.5910 0.6865 -3.5930
C 5.7844 -0.6272 -2.8645
C 5.4588 -0.5589 -1.3873
O 6.3323 -0.3960 -0.5555
N 4.1585 -0.6964 -1.0361
C 3.0269 -0.8116 -1.9186
C 2.1305 0.4210 -1.7637
C 1.6212 0.5518 -0.3162
C 0.8099 1.8603 -0.1941
C 0.5836 2.4219 1.2173
C -0.1406 1.4952 2.1994
C -1.5041 2.1472 2.2303
C -2.6679 1.5913 2.8893
C -2.5783 0.4189 3.6413
C -3.7039 -0.1038 4.2524
C -4.9337 0.5179 4.1170
C -5.0164 1.6785 3.3627
Br -6.7108 2.5234 3.1407
C -3.9056 2.2254 2.7544
N -1.5258 3.2589 1.6038
O -0.3199 3.5471 1.0619
C 0.7209 -0.6477 0.0351
O 0.9264 -1.3801 0.9841
N -0.3304 -0.8245 -0.7918
C -1.3721 -1.7938 -0.5390
C -2.6504 -1.1551 0.0247
C -3.2832 -0.1776 -0.9676
C -4.5598 0.4295 -0.3923
C -5.5592 -0.6598 -0.0206
C -4.9328 -1.6396 0.9659
C -3.6587 -2.2462 0.3862
C 2.8480 0.5750 0.6087
C 3.7758 -0.6147 0.3576
C 6.9669 -1.4748 -3.2327
C 5.5827 -1.9280 -3.5896
H 6.1953 1.4594 -3.1208
H 5.9045 0.5900 -4.6304
H 4.5507 1.0084 -3.5769
H 3.3572 -0.9125 -2.9507
H 2.4597 -1.7111 -1.6459
H 1.3063 0.3650 -2.4768
H 2.7180 1.3109 -2.0027
H -0.1763 1.7329 -0.6494
H 1.3198 2.6455 -0.7577
H 1.5145 2.8240 1.6232
H -0.1836 0.4640 1.8632
H 0.3115 1.5163 3.1935
H -1.6304 -0.0846 3.7501
H -3.6279 -1.0096 4.8346
H -5.8157 0.1073 4.5831
H -3.9689 3.1319 2.1736
H -0.4925 -0.1763 -1.5442
H -1.5989 -2.3209 -1.4708
H -0.9672 -2.5062 0.1836
H -2.3887 -0.6070 0.9368
H -3.5167 -0.7066 -1.8954
H -2.5859 0.6300 -1.2043
H -5.0043 1.1100 -1.1211
H -4.3086 1.0109 0.4974
H -6.4511 -0.2088 0.4178
H -5.8638 -1.1969 -0.9218
H -5.6430 -2.4338 1.2038
H -4.6922 -1.1160 1.8936
H -3.9047 -2.8186 -0.5115
H -3.2131 -2.9322 1.1094
H 2.5285 0.5375 1.6494
H 3.3980 1.5029 0.4403
H 4.6897 -0.5096 0.9440
H 3.2669 -1.5393 0.6449
H 7.4834 -1.9855 -2.4351
H 7.6152 -1.1296 -4.0236
H 5.1658 -2.7627 -3.0450
H 5.2843 -1.8928 -4.6282
```

## Properties
LUMO level   0.25 eV
Max |F|   0.0215 hartree/bohr
HOMO-LUMO gap   9.0 eV
SMILES   CC1(C(=O)N2CCC(C[C@@H]3CC(c4cccc(Br)c4)=NO3)(C(=O)NCC3CCCCC3)CC2)CC1
Net charge   0
HOMO   -8.77 eV
ΔE to the lowest compared entry with this formula, charge and spin   0.0 kJ/mol

Here are the natural (NBO) charges for atoms 1 to 5, given in e: C -0.59; C -0.16; C 0.70; O -0.63; N -0.45

***

The following is a quantum chemistry calculation of a molecular structure, C28H38CdN4P2 in a non-equilibrium geometry, from the OMol25 dataset.

Geometry as XYZ:
```
73
C28H38CdN4P2 | the OMol25 dataset | the ωB97M-V functional and the def2-TZVPD basis
Cd -0.5475 -1.7571 0.7895
C -0.2193 2.9352 5.2219
C -0.9970 2.1694 4.4455
C -0.8212 1.9636 2.9649
C 0.6312 1.7314 2.5059
C 1.2579 2.8859 1.7812
C 1.2348 4.1608 2.1994
C 0.6634 4.6523 3.4950
C 0.9307 3.7771 4.7538
C 0.9153 -2.9124 1.9971
H -0.4029 2.9925 6.3019
H -1.8480 1.6308 4.8726
H -1.2725 2.8025 2.4125
H -1.4185 1.0769 2.6907
H 1.2615 1.4307 3.3567
H 0.6482 0.8714 1.8130
H 1.7795 2.6272 0.8512
H 1.6692 4.9521 1.5771
H -0.4101 4.8768 3.3932
H 1.1367 5.6277 3.6918
H 1.8248 3.1588 4.5845
H 1.1724 4.4682 5.5812
H 0.4906 -2.9001 3.0207
H 1.9592 -2.5589 1.9876
H 0.8702 -3.9290 1.5643
P 1.2393 -1.5891 -1.0645
P -2.0705 -0.7841 -0.9141
N 2.4889 -0.3607 -1.1375
N 2.1603 -2.8405 -1.9391
N -2.0088 0.9317 -1.3640
N -3.7040 -1.2455 -1.3207
C 0.2533 -0.9659 -2.4919
C -1.2186 -1.4337 -2.4380
C 3.5212 -0.2908 -0.1898
C 4.4745 0.6068 -0.6475
C 4.0304 1.1003 -1.9170
C 2.8288 0.4755 -2.2060
C 2.4974 -4.1086 -1.4591
C 3.1802 -4.7934 -2.4567
C 3.2544 -3.9283 -3.5962
C 2.6735 -2.7246 -3.2377
C -1.2043 1.8513 -0.6685
C -0.9668 2.9491 -1.4806
C -1.6566 2.7194 -2.7168
C -2.2506 1.4744 -2.6358
C -4.5747 -0.6764 -2.2637
C -5.4449 -1.6508 -2.7174
C -5.1171 -2.8742 -2.0380
C -4.0597 -2.6089 -1.1894
H 0.6875 -1.3183 -3.4423
H 0.2835 0.1380 -2.4801
H -1.7745 -1.0898 -3.3299
H -1.2919 -2.5346 -2.3800
H 3.4598 -0.8722 0.7190
H 5.3926 0.8780 -0.1489
H 4.5201 1.8156 -2.5595
H 2.1793 0.5680 -3.0643
H 2.2030 -4.4068 -0.4628
H 3.5906 -5.7916 -2.3980
H 3.6620 -4.1493 -4.5713
H 2.5530 -1.8090 -3.7989
H -0.8964 1.6401 0.3509
H -0.3543 3.8084 -1.2289
H -1.7056 3.3870 -3.5648
H -2.8230 0.9388 -3.3779
H -4.5240 0.3709 -2.5084
H -6.2135 -1.5082 -3.4606
H -5.5950 -3.8333 -2.1733
H -3.5215 -3.2441 -0.4995
C -2.0087 -2.1608 2.4509
H -1.8984 -3.2443 2.6236
H -3.0415 -1.9188 2.1688
H -1.7174 -1.6307 3.3731
```

## Properties
LUMO level   -0.52 eV
Max |F|   0.0859 hartree/bohr
HOMO-LUMO gap   5.5 eV
Net charge   0
HOMO   -6.05 eV

Here are the Mulliken charges for atoms 1 to 5, given in e: Cd 1.49; C -0.47; C -0.69; C -0.38; C -0.37